<P>
Entry from OMol25: the ion C3H7BrNO with charge +1 (ωB97M-V with the def2-TZVPD basis set).

HOMO: -14.466 eV
HOMO-LUMO gap: 9.442 eV
Net charge: +1

Each line ends with the Mulliken charge.
Cartesian coordinates (Å):
C (0.444, -0.176, -0.564)  -0.466
C (0.509, 1.174, 0.078)  -0.353
C (-1.769, 0.114, 0.566)  -0.114
N (-0.848, -0.851, -0.043)  -0.144
O (-0.722, 1.768, -0.014)  -0.401
Br (-3.588, 0.049, -0.119)  0.011
H (0.261, 0.006, -1.598)  0.285
H (1.238, -0.864, -0.436)  0.429
H (0.862, 1.361, 1.080)  0.306
H (0.929, 2.006, -0.456)  0.321
H (-1.636, 0.270, 1.616)  0.372
H (-1.217, -1.408, -0.875)  0.392
H (-0.594, -1.412, 0.733)  0.362

<Q>
Entry from OMol25: the ion C3H7BrNO with charge +1 (ωB97M-V with the def2-TZVPD basis set).

SMILES: [NH3+][C@H](Br)[C@H]1CO1
HOMO: -15.183 eV
HOMO-LUMO gap: 11.498 eV
Net charge: +1

Each line ends with the Mulliken charge.
Cartesian coordinates (Å):
N (-1.236, 0.652, -0.564)  -0.299
C (-0.903, -0.549, 0.375)  -0.381
Br (-2.396, -0.673, 1.598)  0.017
C (0.496, -0.178, 0.976)  0.080
C (1.708, -0.526, 0.179)  -0.322
O (1.195, 0.830, 0.327)  -0.486
H (-1.561, 1.355, 0.124)  0.407
H (-1.856, 0.605, -1.403)  0.307
H (-0.291, 0.898, -0.700)  0.297
H (-0.826, -1.617, -0.095)  0.363
H (0.507, -0.250, 2.021)  0.496
H (2.697, -0.681, 0.511)  0.304
H (1.554, -0.995, -0.782)  0.218

The structure with the greatest stability is <Q>.

<P>
Entry from OMol25: a cluster of 2 separate species, C3H9N2S in total (ωB97M-V with the def2-TZVPD basis set).

HOMO: -14.296 eV
HOMO-LUMO gap: 8.537 eV
Net charge: +1

Each line ends with the Mulliken charge.
Cartesian coordinates (Å):
C (1.751, -0.358, -0.337)  0.129
C (0.019, -1.113, 1.224)  -1.201
C (0.553, -1.153, -0.195)  0.744
N (0.298, 1.982, 0.058)  -0.618
N (-0.322, -0.828, -1.160)  -0.477
S (3.119, 0.110, -0.750)  -0.106
H (-0.003, -2.151, 1.681)  0.325
H (-0.962, -0.639, 1.166)  0.353
H (0.727, -0.486, 1.882)  0.329
H (0.872, -2.147, -0.407)  0.361
H (0.592, 2.904, 0.151)  0.244
H (0.582, 1.495, 0.912)  0.181
H (-0.592, 0.176, -1.183)  0.215
H (-0.735, 1.930, 0.061)  0.245
H (-0.294, -1.157, -2.110)  0.275

<Q>
Entry from OMol25: a cluster of 2 separate species, C3H9N2S in total (ωB97M-V with the def2-TZVPD basis set).

HOMO (spin up / spin down): -13.865 / -13.865 eV
HOMO-LUMO gap (spin up / spin down): 6.427 / 6.428 eV
Net charge: +1

Each line ends with the Mulliken charge.
Cartesian coordinates (Å):
C (0.637, -1.547, -0.417)  0.537
C (-1.206, -0.489, 0.990)  -0.818
C (-0.369, -0.555, -0.166)  0.122
N (1.199, -1.683, -1.646)  -0.407
N (0.521, 2.174, 0.491)  -0.700
S (1.022, -2.569, 0.812)  -0.186
H (-2.282, -0.517, 0.854)  0.336
H (-0.961, 0.493, 1.405)  0.222
H (-0.876, -1.300, 1.621)  0.359
H (-0.446, 0.322, -0.775)  0.318
H (1.054, -1.029, -2.299)  0.196
H (1.974, -2.395, -1.879)  0.255
H (1.369, 2.386, 0.931)  0.228
H (-0.289, 2.322, 1.114)  0.275
H (0.457, 3.048, 0.014)  0.265

The structure with the greatest stability is <P>.

<P>
Entry from OMol25: a cluster of 2 separate species, C4H10NS in total (ωB97M-V with the def2-TZVPD basis set).

Multiplicity: 2
HOMO (spin up / spin down): 4.502 / 0.210 eV
HOMO-LUMO gap (spin up / spin down): 1.920 / 6.140 eV
Net charge: -2
Expectation value of S²: 0.751

Each line ends with the Mulliken charge.
Cartesian coordinates (Å):
C (-0.637, 2.592, -1.686)  -2.363
C (0.507, 2.211, -2.318)  -2.141
H (-1.211, 3.418, -2.071)  1.475
H (-0.844, 2.048, -0.742)  0.346
H (0.979, 2.883, -2.997)  1.646
H (0.972, 1.285, -1.916)  0.095
C (-0.879, -1.691, 1.341)  -0.738
C (0.477, -1.085, 1.624)  -0.981
S (0.808, 0.223, 0.467)  -0.273
N (-1.084, -2.138, -0.057)  -0.780
H (-1.566, -0.869, 1.589)  0.307
H (-1.126, -2.551, 1.976)  0.421
H (1.296, -1.853, 1.461)  0.229
H (0.539, -0.700, 2.686)  0.192
H (-0.584, -2.986, -0.211)  0.334
H (-0.597, -1.439, -0.608)  0.230

<Q>
Entry from OMol25: the ion C4H10NS with charge -2 (ωB97M-V with the def2-TZVPD basis set).

Multiplicity: 2
HOMO (spin up / spin down): 3.890 / -0.090 eV
HOMO-LUMO gap (spin up / spin down): 1.988 / 5.863 eV
Net charge: -2
Expectation value of S²: 0.751

Each line ends with the Mulliken charge.
Cartesian coordinates (Å):
C (0.793, -0.045, 0.682)  -0.793
N (0.058, -0.764, -0.355)  -0.035
C (-0.791, 0.071, -1.223)  -0.827
C (-1.807, 0.959, -0.527)  -0.474
S (-3.144, 1.547, -1.656)  -0.797
C (2.047, -0.789, 1.090)  -3.759
H (1.060, 0.958, 0.335)  0.596
H (0.167, 0.166, 1.549)  0.271
H (-0.551, -1.447, 0.084)  0.275
H (-1.288, -0.605, -1.916)  0.347
H (-0.097, 0.691, -1.803)  0.212
H (-1.335, 1.819, -0.061)  0.212
H (-2.291, 0.394, 0.282)  0.207
H (1.856, -1.850, 1.281)  0.749
H (2.770, -0.728, 0.269)  0.372
H (2.554, -0.376, 1.969)  1.446

The structure with the greatest stability is <Q>.

<P>
Entry from OMol25: a cluster of 2 separate species, CH4NO2P in total (ωB97M-V with the def2-TZVPD basis set).

SMILES: N=C=O.OP
HOMO: -9.505 eV
HOMO-LUMO gap: 10.152 eV

Each line ends with the Mulliken charge.
Cartesian coordinates (Å):
N (2.224, -0.489, 0.022)  -0.471
C (2.481, 0.456, -0.663)  0.611
O (2.608, 1.451, -1.207)  -0.363
H (2.585, -1.467, 0.007)  0.260
O (-0.304, 0.994, 0.966)  -0.525
P (-0.865, 0.072, -0.353)  0.090
H (0.187, 0.549, 1.667)  0.331
H (-2.178, 0.345, -0.154)  0.021
H (-0.780, 1.247, -1.268)  0.045

<Q>
Entry from OMol25: an isolated molecule of CH4NO2P (ωB97M-V with the def2-TZVPD basis set).

HOMO (spin up / spin down): -9.992 / -9.991 eV
HOMO-LUMO gap (spin up / spin down): 6.919 / 6.905 eV

Each line ends with the Mulliken charge.
Cartesian coordinates (Å):
C (-0.693, 1.186, -0.583)  -0.300
N (-0.243, -1.461, 0.444)  -0.633
O (1.643, -0.267, -0.825)  -0.660
O (0.730, 0.942, 1.240)  -0.502
P (0.527, 0.002, 0.065)  0.974
H (-0.474, 2.118, -1.084)  0.309
H (-1.348, 1.469, 0.239)  0.261
H (-0.465, -1.844, -0.452)  0.271
H (0.323, -2.144, 0.956)  0.280

The structure with the greatest stability is <P>.